1.
129
Properties=species:S:1:pos:R:3:forces:R:3:mulliken_charge:R:1 method="wB97M-V/def2-TZVPD" spin_multiplicity=1 charge=+1 largest_force_ev_per_a=2.8
C -0.792080 4.883250 -4.988308 0.1 -0.3 0.5 -0.061
C -1.881634 4.449846 -4.727091 0.0 0.1 -0.6 -0.183
C -3.246505 3.943279 -4.593584 0.1 -0.3 0.3 -1.292
C -3.340026 2.498416 -4.077280 -0.4 0.0 0.2 -1.173
C -2.681471 2.322974 -2.694626 -0.3 0.7 -0.8 -0.634
N -1.612839 1.290115 -2.601585 0.1 0.2 0.2 1.532
C -0.404193 1.888817 -2.895001 0.3 0.0 0.5 -2.219
N 0.092092 1.876169 -4.101094 -0.7 0.1 -0.1 1.131
C -0.511358 1.248753 -5.264999 0.6 -0.5 -1.1 -1.135
C 0.575061 0.448552 -6.009286 -0.5 0.5 -0.1 -0.259
C 1.674043 1.324632 -6.584407 0.4 -0.7 0.0 -1.291
I -0.437960 -0.513160 -7.649823 0.1 -0.1 0.3 0.127
N 0.300066 2.467386 -1.875965 0.4 -0.6 -0.9 1.214
C 0.880693 1.364642 -1.032399 -0.7 0.7 0.5 -2.273
C -0.104600 0.168175 -0.892538 0.6 0.2 0.5 1.934
C -0.075518 -0.282809 0.587439 0.4 -0.6 -0.2 -0.591
C -0.624265 -1.691796 0.911412 -0.9 0.1 0.8 -0.685
N -1.693394 -1.648420 1.938428 0.4 -0.2 -0.6 -0.700
C 0.472773 -0.952993 -1.777629 0.1 0.3 -0.2 0.121
C 1.881563 -1.448371 -1.413613 0.8 0.0 -0.9 -0.314
C 2.699759 -1.590397 -2.716195 -0.8 -0.2 -0.1 -1.773
O 1.822476 -2.710518 -0.782867 -0.2 0.3 0.3 -0.367
C 2.624759 -2.864066 0.378693 0.3 -0.3 0.0 -0.652
C 4.021834 -3.382030 0.135133 -0.1 -0.2 0.0 0.279
C 5.054289 -2.606350 -0.363311 -0.2 0.6 -0.1 0.151
C 6.321258 -3.123625 -0.535988 0.1 0.4 -0.1 -0.889
C 6.587131 -4.432366 -0.193402 0.4 -0.3 -0.1 -0.420
C 5.574064 -5.226787 0.302646 0.0 -0.2 0.2 -0.737
C 4.309409 -4.696767 0.462371 -0.4 -0.3 0.1 -0.397
C -1.580859 0.553560 -1.297264 -0.4 -2.5 1.3 0.739
N -2.335385 -0.686100 -1.461083 0.4 1.7 -1.9 0.174
C -2.864406 -1.046693 -2.572227 -0.6 -0.3 0.5 0.549
C -2.199392 -1.910001 -3.615458 -0.5 -0.1 0.0 -1.299
C -4.312673 -0.708151 -2.901653 0.7 0.1 0.2 -0.943
O -2.279554 1.193634 -0.256402 0.5 0.5 -0.2 0.023
C -1.796035 2.405650 0.309856 -0.4 0.8 0.6 0.289
C -2.736171 2.779708 1.456883 -0.1 -0.2 -0.1 -1.464
H 0.223199 5.191262 -5.068754 0.0 0.2 -0.2 0.451
H -3.773067 4.572289 -3.874111 -0.1 0.1 -0.1 0.339
H -3.761555 4.004156 -5.549997 0.0 0.2 -0.1 0.523
H -3.000488 1.769367 -4.807111 0.2 0.1 0.0 0.345
H -4.409932 2.315655 -3.965989 0.0 -0.2 0.0 0.538
H -3.462707 2.143454 -1.965745 0.3 -0.4 0.3 0.165
H -2.253606 3.297372 -2.438245 0.1 0.0 0.2 0.790
H 0.980258 2.337971 -4.245344 -0.1 0.1 0.0 0.010
H -1.298250 0.560614 -4.982612 -0.1 0.2 0.4 0.210
H -0.911650 1.981062 -5.965293 -0.1 0.3 0.2 0.655
H 0.953210 -0.321080 -5.340043 0.1 -0.2 -0.2 0.223
H 1.300552 1.999975 -7.349209 -0.1 0.2 0.1 0.374
H 2.411118 0.682348 -7.064451 0.1 0.0 -0.1 0.476
H 2.229368 1.856085 -5.806189 -0.1 0.2 0.0 0.307
H 1.045363 3.031825 -2.283449 0.0 0.1 0.4 -0.441
H 1.816793 1.076822 -1.510221 0.0 -0.2 0.1 0.542
H 1.100358 1.794350 -0.059108 0.1 0.0 0.0 0.601
H -0.600131 0.407930 1.238249 0.0 0.2 -0.1 0.393
H 0.970043 -0.245086 0.905383 0.1 0.0 0.0 0.493
H 0.144226 -2.348188 1.311646 0.2 0.1 -0.1 -0.148
H -1.067424 -2.188114 0.055599 0.2 0.0 -0.2 0.465
H -1.317186 -1.166058 2.746015 -0.4 0.1 0.0 -0.008
H -2.462826 -1.116557 1.546048 -0.1 0.1 0.3 0.281
H 0.551483 -0.560849 -2.797104 -0.2 0.0 -0.1 -1.224
H -0.164079 -1.828757 -1.828930 -0.1 0.0 0.1 0.799
H 2.429520 -0.733173 -0.794146 -0.2 -0.1 0.4 0.703
H 2.987807 -0.612253 -3.110090 0.2 0.0 0.1 0.195
H 3.542079 -2.261332 -2.591730 0.3 0.2 0.1 0.594
H 2.048585 -2.046229 -3.468300 0.1 -0.1 -0.1 0.338
H 2.685777 -1.947018 0.969514 -0.2 0.3 -0.2 0.108
H 2.115932 -3.598628 0.999021 -0.2 0.0 0.0 0.736
H 4.875012 -1.568864 -0.623845 0.0 0.0 0.0 0.407
H 7.092474 -2.477138 -0.929490 0.1 -0.1 0.0 0.403
H 7.587644 -4.824278 -0.312663 0.0 -0.1 0.0 0.395
H 5.746466 -6.251597 0.597377 0.1 -0.1 -0.1 0.402
H 3.518772 -5.324727 0.855777 0.0 0.0 0.0 0.407
H -1.203454 -1.574690 -3.889356 0.2 0.0 0.2 0.143
H -2.155905 -2.923669 -3.208036 0.3 0.0 0.0 0.384
H -2.816743 -1.972528 -4.508357 0.1 0.0 -0.1 0.373
H -4.420969 -0.605417 -3.979564 -0.3 -0.1 0.0 0.446
H -4.963710 -1.488111 -2.504427 -0.1 -0.1 -0.2 0.379
H -4.558026 0.223527 -2.401870 -0.2 0.0 0.1 -0.245
H -0.785188 2.340622 0.709419 0.1 -0.3 -0.2 -0.020
H -1.796380 3.227939 -0.404937 0.0 -0.2 -0.3 0.183
H -2.924273 3.850624 1.481041 0.1 0.1 0.0 0.367
H -2.344167 2.473097 2.424575 0.0 0.0 0.0 0.373
H -3.691434 2.278179 1.313144 -0.1 0.0 0.0 0.160
C 1.204088 -2.105515 4.983843 0.0 -0.2 0.0 0.390
Br 0.335161 -0.436039 4.557531 0.1 0.1 0.1 -0.105
Br 2.579921 -2.536142 3.707867 0.0 0.1 0.2 0.065
Br 1.845658 -2.126473 6.789622 0.0 0.0 -0.2 0.090
H 0.447631 -2.877947 4.905004 0.2 0.1 0.0 -0.396
C -6.719433 0.756894 0.007741 0.0 -0.1 0.1 -0.438
Br -5.232928 -0.376360 0.459480 -0.1 0.1 0.1 0.032
Br -7.797125 1.172615 1.541784 0.1 0.0 0.0 -0.021
Br -6.149791 2.368418 -0.898872 0.0 0.0 0.0 -0.012
H -7.343692 0.211611 -0.685137 0.0 0.0 0.0 0.511
C -1.183012 -5.821528 6.580272 0.1 -0.1 0.0 -0.366
Br -1.521912 -4.254976 5.506362 -0.2 -0.1 0.0 -0.002
Br -1.805805 -7.415552 5.705679 0.0 0.0 0.0 -0.008
Br 0.670238 -5.959725 7.076009 -0.1 0.0 -0.1 0.020
H -1.752334 -5.710201 7.491678 0.0 0.0 0.0 0.368
C 2.512129 6.057162 -1.942189 -0.2 0.2 0.1 -0.427
Br 2.514857 7.640429 -3.019558 0.0 -0.1 0.0 0.018
Br 0.857419 5.828223 -0.990704 0.0 0.0 0.0 0.006
Br 2.935588 4.491168 -3.004403 0.2 0.0 -0.1 -0.078
H 3.298840 6.154917 -1.207747 0.0 -0.1 0.0 0.467
C 0.475290 11.283704 -1.665068 0.0 0.1 0.0 -0.302
Br 0.173591 9.739641 -0.552087 0.0 0.0 0.0 0.006
Br -1.064850 12.432597 -1.711752 0.0 0.0 0.0 -0.006
Br 2.061606 12.233027 -1.135324 0.0 0.0 0.0 0.007
H 0.637792 10.924156 -2.670550 0.0 0.0 0.0 0.292
C 1.554778 -1.940295 11.001510 0.0 0.0 0.1 -0.313
Br 2.950989 -2.861074 10.040249 0.0 0.1 0.0 -0.077
Br 0.843432 -0.459090 9.996094 0.0 0.0 0.0 -0.037
Br 0.166265 -3.143285 11.563009 0.1 0.0 -0.1 0.021
H 2.004978 -1.529167 11.893167 0.0 0.0 0.0 0.376
C 1.237897 -7.344972 12.082437 0.0 0.0 0.0 -0.352
Br 2.022479 -6.459013 10.565017 0.0 -0.1 0.1 0.053
Br 2.276471 -7.076509 13.678365 0.0 0.0 0.0 -0.013
Br -0.599111 -6.823061 12.334460 0.0 0.0 0.0 -0.038
H 1.241091 -8.404058 11.871393 0.0 0.0 0.0 0.338
C -1.464118 -4.449647 -8.315231 0.0 -0.1 -0.1 -0.357
Br -2.394051 -4.060206 -6.672291 0.0 0.0 0.0 0.091
Br -1.551422 -6.319265 -8.743592 0.0 0.1 0.0 -0.026
Br -2.104914 -3.361416 -9.770223 0.0 0.0 0.1 -0.022
H -0.423886 -4.200453 -8.162222 0.0 0.0 0.0 0.349
C 1.333645 3.425521 10.508868 0.0 0.0 0.0 0.317
Br 2.103663 4.344406 9.001767 0.0 0.0 0.0 -0.010
Br 2.391815 3.657476 12.097481 0.0 0.0 0.0 -0.004
Br -0.498585 3.939830 10.792751 0.0 0.0 0.0 0.001
H 1.335816 2.371828 10.275637 0.0 0.0 0.0 -0.309

2.
62
Properties=species:S:1:pos:R:3:forces:R:3:mulliken_charge:R:1 method="wB97M-V/def2-TZVPD" spin_multiplicity=1 e_above_lowest_kj_mol=107.2 largest_force_ev_per_a=2.0
C -4.124534 -5.780101 -0.482320 0.4 0.1 0.2 -0.795
O -3.132365 -5.582877 0.547529 0.2 0.5 -0.3 -0.441
C -2.262912 -4.540408 0.438219 0.0 0.2 -0.4 0.844
C -1.467784 -4.256207 1.574502 -0.5 0.0 -0.3 -0.879
C -0.670627 -3.127159 1.605041 0.2 0.0 -0.4 -0.372
C -0.473032 -2.345961 0.432667 -0.4 -0.3 -0.2 -0.214
C 0.421192 -1.185190 0.403893 0.5 0.4 0.3 -0.083
C 0.628194 -0.420790 1.584310 -0.3 -0.6 0.0 -0.260
C 1.585725 0.560326 1.768997 -0.1 0.0 0.2 -0.222
C 1.747812 1.365311 2.960481 0.0 0.4 0.6 0.432
C 2.669908 2.450926 2.993363 0.1 -0.4 -0.2 -0.221
C 2.899148 3.176439 4.156202 -0.2 -0.1 0.2 -0.737
C 2.192931 2.865269 5.326969 0.0 -0.2 -0.5 -0.283
C 1.230876 1.847941 5.303663 -0.1 -0.1 -0.2 -0.798
C 0.999773 1.115791 4.139115 0.1 0.2 0.0 -0.111
C 1.117158 -0.851408 -0.838651 0.1 0.0 -0.3 -0.136
C 1.612290 -1.894206 -1.668894 -0.1 0.1 0.3 -0.151
C 2.376563 -1.619182 -2.777842 0.1 0.5 -0.3 -1.005
C 2.577060 -0.280140 -3.186525 -0.2 0.2 0.1 0.833
O 3.293635 -0.109376 -4.330680 -0.4 0.3 0.5 -0.464
C 3.440141 1.224060 -4.856860 0.0 -0.4 0.2 -0.787
C 2.024265 0.774063 -2.422322 0.4 -0.4 -0.5 -0.822
C 1.362669 0.481891 -1.237914 -0.2 -0.1 0.2 0.032
C -1.194988 -2.719942 -0.731403 0.2 0.2 0.2 -0.230
C -2.122929 -3.750675 -0.727722 -0.1 -0.4 0.6 -0.702
H -4.703594 -6.634779 -0.133313 0.0 0.1 -0.1 0.245
H -4.777373 -4.900666 -0.585321 0.2 -0.2 0.1 0.353
H -3.653441 -6.011253 -1.447640 -0.1 0.0 0.2 0.314
H -1.549653 -4.937587 2.418845 0.0 0.3 0.0 0.419
H -0.146664 -2.876886 2.530553 -0.1 -0.1 -0.4 0.469
H -0.018179 -0.677674 2.426370 0.1 0.3 -0.3 0.500
H 2.334546 0.706067 0.992942 -0.2 0.1 0.1 0.796
H 3.196326 2.732108 2.079731 -0.2 -0.2 0.3 0.263
H 3.624885 3.994388 4.162545 -0.3 -0.3 -0.1 0.371
H 2.385770 3.416087 6.247640 -0.1 -0.1 -0.3 0.377
H 0.652993 1.624149 6.203340 0.2 0.1 -0.3 0.377
H 0.225994 0.347912 4.127290 0.2 0.3 0.2 0.298
H 1.421038 -2.934324 -1.394334 0.1 0.3 0.0 0.566
H 2.823774 -2.408146 -3.376080 -0.1 0.1 0.1 0.452
H 4.029681 1.079751 -5.759788 -0.1 0.2 0.1 0.256
H 2.464828 1.664729 -5.106298 0.2 -0.1 0.1 0.329
H 3.977745 1.873001 -4.152513 -0.1 -0.2 -0.1 0.325
H 2.124034 1.806475 -2.767196 0.0 -0.4 0.3 0.450
H 0.999054 1.304859 -0.614446 -0.1 -0.3 -0.4 0.343
H -1.050016 -2.166688 -1.659824 -0.1 0.0 0.3 0.548
H -2.742723 -3.950586 -1.605690 0.4 0.1 0.3 0.336
C -0.934376 2.841534 0.840605 0.0 0.0 0.1 0.675
C -1.559256 2.531242 2.057796 -0.7 -0.6 1.8 -0.250
N -2.071579 2.232102 3.073142 0.8 0.4 -1.6 -0.770
C -1.588286 2.565449 -0.417506 -0.1 -0.1 -0.5 1.223
C -0.988257 2.962740 -1.644269 -0.4 -0.3 0.1 -0.434
C -1.599097 2.643559 -2.854253 -0.2 -0.2 0.4 -0.663
C -2.814483 1.944456 -2.864954 0.0 0.0 -0.1 -0.542
C -3.437671 1.586479 -1.661334 0.4 0.1 0.0 -0.628
C -2.826963 1.874306 -0.443580 0.3 0.1 -0.3 -0.654
C 0.282769 3.521465 0.877915 1.7 1.0 0.0 0.048
N 1.321313 4.072772 0.879363 -1.4 -0.7 -0.1 -0.803
H -0.043071 3.515087 -1.627184 -0.3 -0.2 0.0 0.458
H -1.122154 2.937956 -3.791718 -0.2 -0.1 0.2 0.384
H -3.277340 1.678265 -3.814710 0.1 0.1 0.2 0.386
H -4.403264 1.076422 -1.669120 0.3 0.1 -0.1 0.389
H -3.287478 1.566836 0.499173 0.1 0.2 -0.3 0.366

Number 1: molar mass 2899.211 g/mol, LUMO level -2.84 eV, DFT total energy -71701.40140 a.u.. Number 2: molar mass 470.572 g/mol, LUMO level -2.37 eV, DFT total energy -1494.88029 a.u..